This record from the OMol25 dataset describes 2 unconnected molecules or ions with the total composition C11H18. The level of theory is ωB97M-V/def2-TZVPD.

XYZ file:
```
29
Properties=species:S:1:pos:R:3:forces:R:3:lowdin_charge:R:1
C -1.597 1.992 -0.539 2.06 -0.56 -2.06 -0.108
C -2.242 1.059 -1.357 -0.93 2.32 -0.06 -0.089
C -3.247 0.256 -0.770 0.39 -1.32 -2.97 -0.098
C -3.227 0.150 0.573 0.71 1.70 1.37 -0.113
C -2.592 1.147 1.327 -0.63 -5.21 5.24 -0.123
C -1.792 2.041 0.826 0.51 0.94 -4.29 -0.140
C 2.388 -1.082 -0.075 1.60 -3.35 4.59 -0.946
C 2.059 -0.840 -1.352 -0.26 2.33 -9.31 -0.135
C 3.632 -1.950 0.036 1.32 -0.96 -0.94 -0.071
C 1.277 -1.759 0.635 0.99 2.17 3.34 -0.051
C 2.770 0.088 0.699 -0.53 2.52 1.58 -0.089
H -0.703 2.508 -1.032 -1.65 -0.09 0.87 0.127
H -2.100 1.382 -2.412 -0.40 -1.44 0.46 0.111
H -3.867 -0.443 -1.389 0.72 0.73 0.56 0.117
H -3.556 -0.647 1.158 -1.28 -1.25 0.32 0.085
H -2.359 0.796 2.453 -1.31 1.45 -2.16 0.159
H -1.408 2.870 1.220 1.89 2.71 2.72 0.069
H 3.053 -0.294 -1.721 -2.39 -0.70 -0.49 0.133
H 1.813 -1.684 -2.086 0.88 0.48 1.25 0.121
H 1.144 -0.227 -1.542 0.82 0.26 0.54 0.098
H 3.976 -1.830 1.119 0.08 -0.71 -1.62 0.091
H 3.455 -3.121 -0.231 0.66 2.94 0.39 0.137
H 4.334 -1.333 -0.710 -0.61 -2.18 1.69 0.115
H 1.658 -1.793 1.753 -1.52 -1.02 -2.04 0.134
H 1.064 -2.590 0.075 -0.78 -2.68 -0.45 0.059
H 0.466 -1.062 0.564 -0.99 0.18 0.41 0.074
H 1.830 0.831 0.674 2.45 -1.08 0.39 0.138
H 2.812 -0.524 1.640 0.41 2.42 0.27 0.067
H 3.819 0.541 0.437 -2.21 -0.56 0.42 0.128
```
Forces are in eV/Å.

Values from the calculation:
* energy relative to the best compared isomer or geometry (same formula, charge and spin): 5.000 eV
* multiplicity: 1
* highest occupied orbital energy: -9.3 eV
* molecular weight: 150.3 g mol⁻¹
* structure (SMILES): CC(C)(C)C.c1ccccc1
* electronic energy: -11694.280 eV
* charge: 0
* LUMO: 0.7746 eV



This record from the OMol25 dataset describes a molecular structure, C11H18. The level of theory is ωB97M-V/def2-TZVPD.

XYZ file:
```
29
Properties=species:S:1:pos:R:3:forces:R:3:lowdin_charge:R:1
C 0.127 1.152 2.904 0.01 -0.18 2.25 -0.109
C -0.375 1.354 1.664 0.72 2.33 0.55 -0.154
C 0.529 1.277 0.591 1.11 4.48 1.88 -0.262
C 1.864 0.919 0.776 1.16 1.95 5.21 -0.135
C 2.333 0.584 2.088 -0.85 1.11 -1.68 -0.071
C 1.462 0.747 3.166 0.43 -0.41 0.09 -0.106
C -0.756 -0.787 -1.344 -0.02 0.77 -1.92 -0.634
C -1.539 -2.066 -1.277 0.39 -0.66 7.28 -0.069
C 0.125 -0.837 -2.625 -1.21 -1.44 0.01 -0.053
C 0.153 -0.472 -0.194 0.87 -5.38 1.37 -0.142
C -1.651 0.497 -1.448 2.02 0.77 3.72 -0.035
H -0.618 1.351 3.699 0.85 -0.54 -0.08 0.114
H -1.443 1.505 1.556 0.22 0.32 -0.38 0.123
H 0.218 1.586 -0.392 0.19 1.12 0.76 0.086
H 2.547 0.903 -0.009 0.96 -0.10 -1.41 0.101
H 3.390 0.309 2.179 -0.55 -0.01 0.26 0.106
H 1.891 0.516 4.154 -0.80 0.33 -0.36 0.096
H -1.952 -2.465 -2.137 -0.81 -0.66 -1.59 0.040
H -0.909 -2.844 -0.619 -0.89 1.14 -2.20 0.118
H -2.322 -1.918 -0.375 0.88 -0.23 -2.39 0.122
H 0.582 0.097 -2.812 0.30 1.18 -0.53 0.064
H 0.925 -1.566 -2.595 0.29 -0.32 0.58 0.080
H -0.497 -1.216 -3.456 0.19 0.75 0.01 0.088
H 1.030 0.240 -0.455 -2.65 -4.09 -1.57 0.070
H 0.765 -1.426 0.316 -1.31 1.91 -1.57 0.183
H -0.346 -0.069 0.855 0.73 -2.83 -3.87 0.138
H -2.469 0.563 -0.644 1.60 -0.18 -0.43 0.110
H -0.846 1.348 -1.310 -2.65 -1.26 -0.73 0.100
H -2.219 0.720 -2.256 -1.17 0.10 -3.26 0.031
```
Forces are in eV/Å.

Values from the calculation:
* energy relative to the best compared isomer or geometry (same formula, charge and spin): 7.770 eV
* multiplicity: 1
* highest occupied orbital energy: -7.1 eV
* molecular weight: 150.3 g mol⁻¹
* electronic energy: -11691.510 eV
* charge: 0
* LUMO: 0.7290 eV